# C63H144N19O19

19 unconnected molecules or ions with the total composition C63H144N19O19 at a distorted geometry (ωB97M-V/def2-TZVPD, the OMol25 dataset).

Bonds (Å) are listed after each position.
Atoms and positions in Å:
1 C 2.914 -0.053 -0.685  C2 1.543, H12 1.090, H13 1.090, H14 1.090
2 C 1.456 0.131 -0.213  C1 1.543, C3 1.586, N7 1.503, C11 1.523
3 C 1.565 1.215 0.939  C2 1.586, C4 1.481, H15 1.090, H16 1.090
4 C 0.186 1.566 1.349  C3 1.481, C5 1.495, H17 1.090, H18 1.090
5 C -0.604 2.091 0.193  C4 1.495, C6 1.541, H19 1.090, H20 1.090
6 C -0.724 1.204 -1.062  C5 1.541, N7 1.494, C9 1.545, C10 1.559
7 N 0.666 0.734 -1.341  C2 1.503, C6 1.494, O8 1.479
8 O 0.670 -0.101 -2.562  N7 1.479
9 C -1.266 2.112 -2.189  C6 1.545, H21 1.090, H22 1.090, H23 1.090
10 C -1.830 0.141 -0.787  C6 1.559, H24 1.090, H25 1.090, H26 1.090
11 C 1.052 -1.249 0.288  C2 1.523, H27 1.090, H28 1.090, H29 1.090
12 H 3.059 -0.772 -1.492  C1 1.090
13 H 3.591 -0.421 0.086  C1 1.090
14 H 3.291 0.833 -1.196  C1 1.090
15 H 1.984 2.182 0.660  C3 1.090
16 H 2.181 0.902 1.782  C3 1.090
17 H 0.153 2.395 2.056  C4 1.090
18 H -0.253 0.697 1.839  C4 1.090
19 H -0.359 3.135 0.000  C5 1.090
20 H -1.580 2.077 0.678  C5 1.090
21 H -1.274 1.533 -3.113  C9 1.090
22 H -0.604 2.920 -2.499  C9 1.090
23 H -2.300 2.445 -2.103  C9 1.090
24 H -1.725 -0.320 0.195  C10 1.090
25 H -1.824 -0.685 -1.498  C10 1.090
26 H -2.868 0.475 -0.803  C10 1.090
27 H 0.947 -1.975 -0.518  C11 1.090
28 H 0.117 -1.183 0.845  C11 1.090
29 H 1.841 -1.717 0.876  C11 1.090
30 C 1.978 3.963 -2.144  C31 1.525, H35 1.090, H36 1.090, H37 1.090
31 C 2.274 3.497 -3.566  C30 1.525, O32 1.227, N33 1.332
32 O 2.636 4.348 -4.373  C31 1.227
33 N 2.072 2.240 -3.959  C31 1.332, C34 1.410, H38 1.010
34 C 2.345 1.644 -5.208  N33 1.410, H39 1.090, H40 1.090, H41 1.090
35 H 2.757 4.652 -1.820  C30 1.090
36 H 1.868 3.100 -1.487  C30 1.090
37 H 1.083 4.581 -2.073  C30 1.090
38 H 1.739 1.632 -3.225  N33 1.010
39 H 2.705 2.401 -5.905  C34 1.090
40 H 1.432 1.164 -5.560  C34 1.090
41 H 3.165 0.934 -5.099  C34 1.090
42 C -3.485 4.523 -0.447  C43 1.483, H47 1.090, H48 1.090, H49 1.090
43 C -4.788 3.955 -0.026  C42 1.483, O44 1.228, N45 1.316
44 O -5.216 2.885 -0.451  C43 1.228
45 N -5.355 4.596 0.973  C43 1.316, C46 1.443, H50 1.010
46 C -6.655 4.324 1.538  N45 1.443, H51 1.090, H52 1.090, H53 1.090
47 H -3.338 5.526 -0.048  C42 1.090
48 H -3.315 4.351 -1.510  C42 1.090
49 H -2.742 3.918 0.073  C42 1.090
50 H -4.904 5.406 1.373  N45 1.010
51 H -6.627 3.858 2.523  C46 1.090
52 H -7.235 3.702 0.856  C46 1.090
53 H -7.147 5.274 1.747  C46 1.090
54 C 6.242 2.273 -2.827  C55 1.540, H59 1.090, H60 1.090, H61 1.090
55 C 7.006 1.827 -1.567  C54 1.540, O56 1.238, N57 1.351
56 O 7.961 1.045 -1.662  C55 1.238
57 N 6.648 2.294 -0.350  C55 1.351, C58 1.431, H62 1.010
58 C 5.420 2.926 0.023  N57 1.431, H63 1.090, H64 1.090, H65 1.090
59 H 6.680 1.905 -3.755  C54 1.090
60 H 6.265 3.349 -3.004  C54 1.090
61 H 5.208 1.937 -2.905  C54 1.090
62 H 7.383 2.216 0.338  N57 1.010
63 H 5.417 3.989 -0.219  C58 1.090
64 H 5.286 2.928 1.105  C58 1.090
65 H 4.582 2.538 -0.555  C58 1.090
66 C 1.789 -3.999 -2.164  C67 1.511, H71 1.090, H72 1.090, H73 1.090
67 C 1.966 -3.745 -3.644  C66 1.511, O68 1.208, N69 1.336
68 O 2.305 -4.622 -4.404  C67 1.208
69 N 1.703 -2.507 -4.069  C67 1.336, C70 1.446, H74 1.010
70 C 1.688 -2.070 -5.447  N69 1.446, H75 1.090, H76 1.090, H77 1.090
71 H 2.580 -3.431 -1.675  C66 1.090
72 H 1.806 -5.083 -2.047  C66 1.090
73 H 0.846 -3.563 -1.835  C66 1.090
74 H 1.535 -1.867 -3.306  N69 1.010
75 H 1.107 -1.149 -5.479  C70 1.090
76 H 1.153 -2.800 -6.056  C70 1.090
77 H 2.600 -1.723 -5.933  C70 1.090
78 C 5.896 -2.393 -1.158  C79 1.491, H83 1.090, H84 1.090, H85 1.090
79 C 6.337 -3.597 -1.919  C78 1.491, O80 1.254, N81 1.370
80 O 7.009 -4.494 -1.357  C79 1.254
81 N 6.115 -3.690 -3.267  C79 1.370, C82 1.463, H86 1.010
82 C 5.361 -2.771 -4.120  N81 1.463, H87 1.090, H88 1.090, H89 1.090
83 H 5.829 -2.600 -0.090  C78 1.090
84 H 4.874 -2.167 -1.461  C78 1.090
85 H 6.612 -1.634 -1.473  C78 1.090
86 H 6.519 -4.524 -3.669  N81 1.010
87 H 4.558 -3.345 -4.582  C82 1.090
88 H 5.974 -2.325 -4.903  C82 1.090
89 H 4.956 -1.901 -3.604  C82 1.090
90 C 1.223 -8.427 0.171  C91 1.545, H95 1.090, H96 1.090, H97 1.090
91 C 0.683 -7.594 -1.012  C90 1.545, O92 1.230, N93 1.357
92 O 1.030 -7.864 -2.161  C91 1.230
93 N -0.311 -6.712 -0.736  C91 1.357, C94 1.464, H98 1.010
94 C -0.908 -5.799 -1.712  N93 1.464, H99 1.090, H100 1.090, H101 1.090
95 H 0.860 -8.017 1.113  C90 1.090
96 H 2.307 -8.331 0.247  C90 1.090
97 H 0.881 -9.459 0.251  C90 1.090
98 H -0.754 -6.733 0.171  N93 1.010
99 H -1.018 -4.816 -1.253  C94 1.090
100 H -1.909 -6.160 -1.946  C94 1.090
101 H -0.322 -5.632 -2.616  C94 1.090
102 C -0.286 -2.852 7.496  C103 1.509, H107 1.090, H108 1.090, H109 1.090
103 C -0.570 -2.893 6.015  C102 1.509, O104 1.233, N105 1.334
104 O 0.228 -3.545 5.337  C103 1.233
105 N -1.516 -2.084 5.534  C103 1.334, C106 1.487, H110 1.010
106 C -2.001 -2.015 4.130  N105 1.487, H111 1.090, H112 1.090, H113 1.090
107 H 0.775 -2.923 7.735  C102 1.090
108 H -0.796 -3.733 7.886  C102 1.090
109 H -0.713 -2.035 8.077  C102 1.090
110 H -1.680 -1.250 6.081  N105 1.010
111 H -2.715 -2.832 4.021  C106 1.090
112 H -1.204 -2.280 3.436  C106 1.090
113 H -2.394 -1.042 3.837  C106 1.090
114 C -1.364 -6.026 4.248  C115 1.474, H119 1.090, H120 1.090, H121 1.090
115 C -0.781 -5.781 2.916  C114 1.474, O116 1.206, N117 1.355
116 O -1.325 -6.176 1.915  C115 1.206
117 N 0.342 -5.025 2.965  C115 1.355, C118 1.432, H122 1.010
118 C 1.067 -4.604 1.803  N117 1.432, H123 1.090, H124 1.090, H125 1.090
119 H -0.634 -6.266 5.021  C114 1.090
120 H -2.105 -6.821 4.325  C114 1.090
121 H -1.913 -5.112 4.473  C114 1.090
122 H 0.516 -4.567 3.848  N117 1.010
123 H 1.076 -5.395 1.053  C118 1.090
124 H 2.133 -4.420 1.935  C118 1.090
125 H 0.541 -3.739 1.401  C118 1.090
126 C -5.605 -3.525 -0.226  C127 1.543, H131 1.090, H132 1.090, H133 1.090
127 C -4.432 -4.528 -0.221  C126 1.543, O128 1.226, N129 1.323
128 O -4.518 -5.624 -0.762  C127 1.226
129 N -3.301 -4.276 0.418  C127 1.323, C130 1.440, H134 1.010
130 C -2.879 -2.974 0.867  N129 1.440, H135 1.090, H136 1.090, H137 1.090
131 H -6.165 -3.616 -1.156  C126 1.090
132 H -5.447 -2.499 0.105  C126 1.090
133 H -6.275 -3.952 0.522  C126 1.090
134 H -2.573 -4.976 0.416  N129 1.010
135 H -1.826 -3.025 1.143  C130 1.090
136 H -3.452 -2.725 1.760  C130 1.090
137 H -3.011 -2.250 0.063  C130 1.090
138 C -4.174 1.239 2.456  C139 1.500, H143 1.090, H144 1.090, H145 1.090
139 C -5.240 0.275 2.024  C138 1.500, O140 1.241, N141 1.344
140 O -5.340 -0.828 2.585  C139 1.241
141 N -6.046 0.719 1.044  C139 1.344, C142 1.464, H146 1.010
142 C -7.176 -0.014 0.473  N141 1.464, H147 1.090, H148 1.090, H149 1.090
143 H -4.048 1.150 3.535  C138 1.090
144 H -4.421 2.251 2.135  C138 1.090
145 H -3.255 0.853 2.016  C138 1.090
146 H -5.867 1.625 0.634  N141 1.010
147 H -7.665 0.548 -0.323  C142 1.090
148 H -7.918 -0.381 1.183  C142 1.090
149 H -6.792 -0.898 -0.037  C142 1.090
150 C 2.360 3.512 4.039  C151 1.532, H155 1.090, H156 1.090, H157 1.090
151 C 2.072 2.094 4.542  C150 1.532, O152 1.210, N153 1.344
152 O 2.976 1.294 4.641  C151 1.210
153 N 0.779 1.815 4.776  C151 1.344, C154 1.522, H158 1.010
154 C 0.384 0.347 4.848  N153 1.522, H159 1.090, H160 1.090, H161 1.090
155 H 1.868 4.314 4.589  C150 1.090
156 H 2.214 3.538 2.959  C150 1.090
157 H 3.441 3.512 4.174  C150 1.090
158 H 0.021 2.454 4.582  N153 1.010
159 H 1.026 -0.278 5.469  C154 1.090
160 H 0.445 -0.187 3.899  C154 1.090
161 H -0.601 0.327 5.314  C154 1.090
162 C -1.877 6.210 -3.606  C163 1.547, H167 1.090, H168 1.090, H169 1.090
163 C -1.957 6.227 -5.151  C162 1.547, O164 1.272, N165 1.358
164 O -2.352 7.329 -5.650  C163 1.272
165 N -1.692 5.142 -5.923  C163 1.358, C166 1.461, H170 1.010
166 C -1.132 3.954 -5.283  N165 1.461, H171 1.090, H172 1.090, H173 1.090
167 H -0.969 6.726 -3.295  C162 1.090
168 H -1.874 5.207 -3.179  C162 1.090
169 H -2.801 6.676 -3.264  C162 1.090
170 H -1.875 5.240 -6.912  N165 1.010
171 H -0.803 3.256 -6.053  C166 1.090
172 H -1.822 3.415 -4.633  C166 1.090
173 H -0.216 4.146 -4.724  C166 1.090
174 C -1.093 4.980 2.983  C175 1.514, H179 1.090, H180 1.090, H181 1.090
175 C -1.918 4.311 4.061  C174 1.514, O176 1.242, N177 1.345
176 O -1.283 3.876 5.036  C175 1.242
177 N -3.261 4.275 3.978  C175 1.345, C178 1.488, H182 1.010
178 C -4.098 3.567 4.984  N177 1.488, H183 1.090, H184 1.090, H185 1.090
179 H -0.524 4.275 2.377  C174 1.090
180 H -0.400 5.671 3.463  C174 1.090
181 H -1.749 5.570 2.343  C174 1.090
182 H -3.757 4.713 3.216  N177 1.010
183 H -4.047 2.483 5.079  C178 1.090
184 H -5.110 3.841 4.684  C178 1.090
185 H -3.903 4.014 5.958  C178 1.090
186 C -5.232 4.475 -3.981  C187 1.517, H191 1.090, H192 1.090, H193 1.090
187 C -5.028 2.990 -4.212  C186 1.517, O188 1.218, N189 1.337
188 O -4.797 2.566 -5.329  C187 1.218
189 N -5.120 2.193 -3.142  C187 1.337, C190 1.445, H194 1.010
190 C -5.000 0.757 -3.049  N189 1.445, H195 1.090, H196 1.090, H197 1.090
191 H -4.496 5.031 -4.562  C186 1.090
192 H -4.970 4.764 -2.962  C186 1.090
193 H -6.254 4.809 -4.159  C186 1.090
194 H -5.215 2.527 -2.193  N189 1.010
195 H -4.124 0.377 -3.575  C190 1.090
196 H -5.898 0.247 -3.398  C190 1.090
197 H -4.794 0.424 -2.032  C190 1.090
198 C 1.639 6.801 0.402  C199 1.526, H203 1.090, H204 1.090, H205 1.090
199 C 0.258 7.450 0.408  C198 1.526, O200 1.211, N201 1.322
200 O -0.507 7.184 -0.493  C199 1.211
201 N -0.094 8.286 1.369  C199 1.322, C202 1.468, H206 1.010
202 C -1.422 8.911 1.402  N201 1.468, H207 1.090, H208 1.090, H209 1.090
203 H 1.512 5.837 0.895  C198 1.090
204 H 2.310 7.482 0.927  C198 1.090
205 H 1.972 6.617 -0.619  C198 1.090
206 H 0.554 8.513 2.111  N201 1.010
207 H -1.461 9.791 0.760  C202 1.090
208 H -1.679 9.309 2.383  C202 1.090
209 H -2.273 8.306 1.089  C202 1.090
210 C 4.632 -6.332 0.331  C211 1.514, H215 1.090, H216 1.090, H217 1.090
211 C 4.781 -6.856 1.743  C210 1.514, O212 1.238, N213 1.297
212 O 4.920 -8.060 1.995  C211 1.238
213 N 4.770 -5.983 2.702  C211 1.297, C214 1.504, H218 1.010
214 C 4.980 -6.361 4.143  N213 1.504, H219 1.090, H220 1.090, H221 1.090
215 H 5.345 -5.525 0.160  C210 1.090
216 H 3.630 -5.959 0.118  C210 1.090
217 H 4.904 -7.132 -0.357  C210 1.090
218 H 4.873 -4.998 2.508  N213 1.010
219 H 4.532 -7.339 4.318  C214 1.090
220 H 4.502 -5.607 4.769  C214 1.090
221 H 6.054 -6.309 4.325  C214 1.090
222 C 3.124 -2.763 4.274  C223 1.502, H227 1.090, H228 1.090, H229 1.090
223 C 4.182 -2.183 3.381  C222 1.502, O224 1.188, N225 1.318
224 O 4.968 -2.886 2.833  C223 1.188
225 N 4.198 -0.868 3.287  C223 1.318, C226 1.480, H230 1.010
226 C 5.216 -0.096 2.542  N225 1.480, H231 1.090, H232 1.090, H233 1.090
227 H 2.900 -3.799 4.019  C222 1.090
228 H 2.226 -2.156 4.155  C222 1.090
229 H 3.459 -2.712 5.310  C222 1.090
230 H 3.641 -0.381 3.974  N225 1.010
231 H 5.828 -0.767 1.939  C226 1.090
232 H 5.769 0.572 3.203  C226 1.090
233 H 4.726 0.601 1.862  C226 1.090
234 C -1.832 -2.961 -3.489  C235 1.477, H239 1.090, H240 1.090, H241 1.090
235 C -2.182 -2.118 -4.650  C234 1.477, O236 1.223, N237 1.328
236 O -2.824 -2.587 -5.580  C235 1.223
237 N -1.686 -0.885 -4.645  C235 1.328, C238 1.494, H242 1.010
238 C -1.861 0.166 -5.691  N237 1.494, H243 1.090, H244 1.090, H245 1.090
239 H -0.954 -2.599 -2.954  C234 1.090
240 H -1.614 -3.967 -3.847  C234 1.090
241 H -2.603 -2.958 -2.718  C234 1.090
242 H -1.034 -0.589 -3.933  N237 1.010
243 H -0.942 0.680 -5.971  C238 1.090
244 H -2.598 0.914 -5.396  C238 1.090
245 H -2.331 -0.313 -6.550  C238 1.090

Values from the calculation:
Total charge ... -1
Total energy ... -134888.701 eV

Here are the Mulliken charges for atoms 1 to 99, given in e: -1.44, 2.43, -0.77, 2.14, -0.69, 2.74, 0.64, 0.67, 0.29, -0.22, -0.20, -0.32, 0.28, -0.58, -0.11, -0.47, -0.90, -1.31, 0.91, -1.11, -0.26, -0.89, -0.33, -0.10, -0.66, 0.12, -0.57, -0.38, 0.43, 0.07, 0.57, -0.80, 1.02, -0.93, 0.49, -0.16, -0.20, -0.88, 0.51, -0.08, 0.20, 1.19, 0.52, -0.89, -0.13, -0.92, 0.38, -1.22, -0.46, 0.33, 0.18, 0.25, 0.53, -0.76, 0.56, -0.69, -0.07, -0.43, 0.41, 0.36, -0.08, 0.28, 0.45, 0.34, -0.26, 1.31, 0.03, -0.78, 1.25, -1.01, -0.11, 0.33, -1.22, -0.60, -0.04, 0.43, 0.24, 0.66, 0.29, -0.74, -0.06, -0.66, 0.00, -0.59, 0.31, 0.26, 0.25, 0.35, 0.08, -0.91, 0.80, -0.67, 0.28, -1.32, 0.06, 0.22, 0.36, 0.16, 0.13